This record from the Open Molecules 2025 dataset describes a molecular structure, C28H35IrN6O. The level of theory is wB97M-V/def2-TZVPD.

The geometry in XYZ format:
```
71
Properties=species:S:1:pos:R:3:forces:R:3:lowdin_charge:R:1
Ir 0.35963 -0.23113 -0.04854 -1.90 -1.31 -0.90 1.460
C 0.83034 -3.21199 -0.66863 -0.29 -0.27 -0.18 -0.019
N 0.02492 -2.10278 -1.27542 1.55 0.57 0.88 -0.251
C 0.45103 -2.00339 -2.69806 -0.01 -0.06 -0.05 -0.036
C -1.39873 -2.34941 -1.15083 -0.55 -0.03 -0.11 -0.203
C -2.07527 -3.11691 -2.07556 -0.03 -0.11 0.02 0.015
C -3.43466 -3.35627 -1.90973 -0.24 0.04 0.18 0.010
C -4.12284 -2.81539 -0.81653 0.13 -0.30 -0.45 -0.014
C -3.45398 -2.07934 0.12978 0.40 0.16 0.12 0.031
C -2.07098 -1.82477 -0.02248 -0.12 -0.35 -0.24 -0.184
N -1.23521 -1.12899 0.81382 -0.78 1.34 0.52 -0.004
C -1.38829 -0.83263 2.15595 0.18 -0.21 0.13 -0.190
C -2.56142 -0.78503 2.93830 0.12 -0.04 -0.28 0.026
C -2.47907 -0.49327 4.28070 0.32 0.05 0.25 -0.016
C -1.23573 -0.27692 4.88478 -0.24 -0.02 -0.02 0.009
C -0.07038 -0.30303 4.12505 -0.08 -0.07 0.12 0.016
C -0.14919 -0.56346 2.77738 0.01 0.05 0.14 -0.199
N 1.05625 -0.62176 1.94024 0.68 -0.16 -0.19 -0.290
C 1.76455 -1.92481 2.15349 -0.15 0.18 0.32 -0.018
C 2.00765 0.48237 2.32725 -0.08 -0.30 0.14 -0.031
H 0.69971 -4.12790 -1.24930 -0.04 0.04 -0.01 0.119
H 1.88075 -2.93154 -0.68053 0.00 0.02 0.00 0.095
H 0.48968 -3.39360 0.34198 -0.04 -0.02 -0.01 0.078
H 0.46740 -2.99099 -3.15890 -0.05 0.01 0.05 0.111
H -0.22607 -1.36935 -3.26182 0.01 0.00 -0.01 0.100
H 1.45774 -1.60688 -2.73635 0.08 -0.02 -0.01 0.094
H -1.55738 -3.56182 -2.91397 -0.06 0.02 -0.01 0.129
H -3.95849 -3.97299 -2.62980 0.01 0.07 0.03 0.135
H -5.18684 -2.97924 -0.70901 0.03 -0.04 -0.02 0.134
H -4.02150 -1.67522 0.94834 0.07 0.00 0.02 0.100
H -3.53814 -0.92245 2.51004 0.03 -0.05 -0.02 0.101
H -3.38546 -0.43859 4.86924 0.04 -0.02 0.01 0.133
H -1.17387 -0.08964 5.94962 -0.03 0.02 -0.05 0.134
H 0.88293 -0.13933 4.60789 -0.04 0.01 0.03 0.129
H 2.18678 -1.95044 3.15811 -0.01 -0.01 0.02 0.116
H 1.05966 -2.74098 2.05535 -0.02 -0.02 0.04 0.089
H 2.56541 -2.02660 1.42816 0.04 0.00 -0.04 0.083
H 2.43054 0.28793 3.31107 -0.01 -0.02 -0.02 0.105
H 2.81986 0.51093 1.61451 0.04 0.03 0.01 0.068
H 1.48506 1.42756 2.32365 0.00 0.04 0.01 0.077
N -0.45840 0.71503 -1.70626 -0.18 0.03 -0.58 0.013
C 0.52736 1.06096 -2.73901 -0.07 0.06 0.14 -0.234
C 0.22777 1.59049 -3.95517 -0.06 0.14 -0.17 0.031
C 1.27921 1.96538 -4.83031 -0.13 -0.03 0.09 -0.006
C 2.58215 1.80941 -4.45303 0.01 0.01 -0.01 0.030
C 2.90109 1.23658 -3.19625 0.12 0.04 -0.15 -0.119
C 4.22055 1.02382 -2.74283 0.08 -0.01 -0.08 0.062
C 4.42576 0.42579 -1.52987 0.00 -0.05 0.04 0.011
C 3.32033 0.02657 -0.76875 -0.12 -0.09 -0.29 -0.085
N 2.06315 0.22383 -1.14675 0.82 1.05 0.41 -0.057
C 1.85334 0.85406 -2.35028 -0.03 -0.19 0.31 -0.187
H -0.75553 1.59309 -1.28894 -0.22 0.07 -0.11 0.100
H -1.28842 0.29026 -2.11814 -0.02 -0.06 -0.05 0.131
H -0.80397 1.74346 -4.25518 0.05 0.01 -0.02 0.138
H 1.03664 2.39350 -5.79339 -0.01 -0.02 0.02 0.133
H 3.38758 2.11670 -5.10850 -0.02 -0.02 0.00 0.141
H 5.05707 1.32018 -3.36579 -0.03 0.02 0.04 0.148
H 5.42154 0.25516 -1.14509 -0.02 -0.06 -0.03 0.134
H 3.47158 -0.49916 0.16141 0.04 0.00 0.02 0.097
C -2.50281 4.27596 1.55533 0.18 -0.14 0.04 0.024
N -1.22058 3.52395 1.49061 0.00 0.08 0.00 -0.119
C 0.02313 4.12656 2.00712 -0.16 -0.05 -0.05 0.023
C -1.19799 2.32787 0.97524 -0.32 -0.19 0.04 -0.263
O -0.14465 1.63159 0.89012 1.02 0.14 -0.04 -0.178
H -2.33261 5.19278 2.10760 0.01 0.01 0.03 0.102
H -3.25956 3.69270 2.07461 0.02 -0.02 0.02 0.103
H -2.84924 4.52914 0.55624 0.05 0.01 -0.03 0.106
H -0.13864 5.18902 2.15179 0.00 0.01 -0.01 0.105
H 0.83189 3.97605 1.29588 -0.01 -0.01 -0.02 0.101
H 0.29247 3.67313 2.96083 -0.04 0.01 0.01 0.107
H -2.16658 1.94618 0.62748 0.05 -0.01 -0.03 0.166
```
Positions in Å, forces in eV/Å.

Values from the calculation:
- Kohn-Sham gap (alpha / beta) (eV) = 7.8974 / 6.4964
- net charge = +3
- ⟨S²⟩ = 0.792
- LUMO (alpha / beta) (eV) = -8.689 / -10.799
- multiplicity = 2
- energy above the lowest of the compared OMol25 structures with the same formula, charge and spin (kcal per mole) = 36.8
- E_HOMO (alpha / beta) (eV) = -16.586 / -17.295

***

This record from the Open Molecules 2025 dataset describes a molecular structure, C28H35N5OP2Pb. The level of theory is wB97M-V/def2-TZVPD.

The geometry in XYZ format:
```
72
Properties=species:S:1:pos:R:3:forces:R:3:lowdin_charge:R:1
Pb -2.95085 -3.03169 6.01948 -1.24 -1.29 -1.11 1.451
C -4.74485 -2.37339 1.53246 -0.31 -0.48 0.38 -0.122
C -3.43757 -2.54143 1.40426 0.51 -0.51 0.46 -0.114
C -2.44635 -1.55931 0.86540 0.46 0.12 -0.35 -0.212
C -1.81646 -0.55600 1.85410 0.20 -0.13 -0.20 -0.187
C -2.72884 0.19527 2.77039 -0.04 -0.09 0.65 -0.142
C -4.01993 0.45116 2.59405 -0.23 0.45 0.30 -0.110
C -4.78822 0.20677 1.33745 -0.58 -0.09 -0.52 -0.187
C -5.53178 -1.15137 1.23179 -0.23 0.81 -0.01 -0.175
C -3.36520 -0.89595 6.31656 -0.30 2.35 1.03 -0.237
H -5.35634 -3.19666 1.91778 0.36 0.09 -0.16 0.107
H -2.98736 -3.50535 1.68386 -0.39 0.24 -0.08 0.105
H -2.85927 -1.01966 0.01200 0.05 -0.11 0.05 0.100
H -1.61001 -2.14889 0.47202 -0.12 0.10 -0.06 0.095
H -1.08240 -1.08683 2.48115 -0.10 0.08 -0.15 0.106
H -1.23209 0.15959 1.25670 0.05 -0.09 0.11 0.104
H -2.24485 0.52478 3.69820 -0.22 0.01 -0.21 0.091
H -4.59109 0.98141 3.37493 0.45 -0.26 -0.23 0.113
H -4.15152 0.33448 0.45817 -0.10 0.09 0.23 0.104
H -5.56308 0.98320 1.26495 0.22 -0.14 -0.05 0.119
H -6.39770 -1.12640 1.90772 0.13 -0.03 -0.16 0.114
H -5.94336 -1.20004 0.21382 -0.04 -0.12 0.18 0.127
H -4.29747 -0.95992 6.88096 0.03 -0.06 -0.02 0.016
H -3.50654 -0.26107 5.43597 0.19 -0.59 -0.12 0.007
H -2.55236 -0.54997 6.97162 -0.07 -0.19 -0.33 0.025
P 2.56452 1.78909 -0.54871 -0.49 2.45 -1.15 1.074
P 2.15957 -1.04523 -1.70405 -0.24 -1.75 -2.86 1.022
N 1.69070 3.29994 -0.64850 -0.73 -0.08 0.12 -0.302
N 4.11789 2.58964 -0.17054 1.44 -0.39 0.78 -0.202
N 0.76967 -1.03952 -2.77984 -0.66 0.73 0.46 -0.268
N 2.83544 -2.53604 -2.34430 0.81 -0.31 0.56 -0.283
C 2.85982 1.58407 -2.38620 0.06 -0.32 0.15 -0.367
C 3.19694 0.12008 -2.70473 0.38 0.35 0.16 -0.399
C 0.38408 3.41599 -0.14770 0.25 1.10 -0.54 -0.139
C -0.14311 4.63656 -0.54715 0.96 -0.75 -0.13 -0.067
C 0.86162 5.30192 -1.34167 0.62 -1.49 0.49 -0.049
C 1.96700 4.45119 -1.39746 -1.30 0.38 0.39 -0.134
C 4.75428 2.35859 1.05758 -1.28 0.30 -2.09 0.006
C 6.00598 2.96601 1.04214 1.44 1.60 -2.03 0.030
C 6.16131 3.59493 -0.24233 0.49 -0.89 2.70 0.041
C 4.99024 3.34753 -0.95848 -1.13 -0.92 0.88 0.000
C -0.52846 -1.13955 -2.26425 -0.09 0.21 -1.06 -0.148
C -1.43787 -0.96074 -3.29647 0.86 -0.05 0.46 -0.079
C -0.68553 -0.72167 -4.49581 1.08 -0.19 1.03 -0.061
C 0.66318 -0.77182 -4.14798 -1.22 0.13 0.09 -0.153
C 2.92702 -3.01817 -3.65660 0.59 -0.57 0.32 -0.125
C 3.78373 -4.11274 -3.67737 -0.51 0.95 0.69 -0.069
C 4.26355 -4.29978 -2.33293 -0.32 0.57 0.04 -0.090
C 3.68381 -3.32270 -1.54732 -0.09 -0.21 -0.76 -0.170
H 3.66786 2.24626 -2.73467 -0.46 -0.25 0.03 0.064
H 1.94003 1.89720 -2.90557 0.15 -0.11 0.33 0.101
H 3.11237 -0.05234 -3.78497 0.08 -0.12 0.42 0.073
H 4.24136 -0.09040 -2.43200 -0.16 -0.07 -0.01 0.088
H -0.02116 2.61532 0.44834 -0.11 0.05 0.03 0.085
H -1.12833 5.01398 -0.31614 0.12 -0.07 0.01 0.101
H 0.77684 6.27170 -1.80869 0.06 -0.10 0.04 0.104
H 2.90945 4.58187 -1.89766 -0.10 0.07 -0.07 0.082
H 4.24810 1.78158 1.81382 0.04 -0.04 0.09 0.133
H 6.72821 2.96262 1.84617 -0.09 0.01 -0.08 0.128
H 7.02057 4.14973 -0.59579 -0.14 -0.06 0.08 0.131
H 4.73198 3.65529 -1.95980 0.09 -0.04 0.12 0.120
H -0.65938 -1.33040 -1.20908 -0.07 0.01 -0.18 0.061
H -2.51530 -0.99515 -3.20649 0.16 -0.01 -0.01 0.096
H -1.07981 -0.53522 -5.48369 0.08 -0.06 0.08 0.102
H 1.53122 -0.63934 -4.77481 -0.19 -0.02 0.06 0.093
H 2.37535 -2.55571 -4.46252 0.06 -0.22 0.20 0.088
H 4.04418 -4.70966 -4.54578 -0.14 0.19 0.22 0.102
H 4.96194 -5.06258 -1.99863 -0.26 0.24 -0.06 0.099
H 3.77892 -3.09004 -0.49421 0.01 -0.18 -0.12 0.088
O -7.10923 -3.15561 6.58252 2.80 0.31 -1.88 0.180
C -6.10303 -3.08812 5.93731 -3.12 -0.50 2.02 -0.432
N -5.09206 -3.03130 5.26722 1.56 -0.06 0.32 -0.053
```
Positions in Å, forces in eV/Å.

Values from the calculation:
- Kohn-Sham gap (alpha / beta) (eV) = 2.0952 / 3.0054
- net charge = +2
- LUMO (alpha / beta) (eV) = -9.830 / -8.920
- multiplicity = 1
- energy above the lowest of the compared OMol25 structures with the same formula, charge and spin (kcal per mole) = 0.0
- E_HOMO (alpha / beta) (eV) = -11.926 / -11.926

***

This record from the Open Molecules 2025 dataset describes a molecular structure, C28H36Br2N2O3Ru. The level of theory is wB97M-V/def2-TZVPD.

The geometry in XYZ format:
```
72
Properties=species:S:1:pos:R:3:forces:R:3:lowdin_charge:R:1
Ru -0.24943 -0.15555 0.16471 -4.78 -0.25 1.10 1.201
C -2.61501 -0.81856 0.93666 0.27 0.79 -0.20 0.030
C -1.74228 -0.96380 2.06350 1.05 0.19 0.11 -0.088
C -0.72468 -1.92027 1.68234 1.26 0.33 0.37 -0.155
C -1.02992 -2.29082 0.34888 0.78 -0.03 -0.40 -0.106
C -2.21881 -1.62951 -0.10514 0.95 0.21 -0.91 -0.200
C -2.87260 -1.80036 -1.45695 0.00 -0.01 -0.08 -0.550
C -3.28986 -3.27129 -1.60599 -0.07 0.01 0.06 -0.026
C -1.88072 -1.43949 -2.57497 -0.08 -0.14 -0.02 -0.060
C -4.09884 -0.89493 -1.57558 0.00 0.01 0.13 -0.040
C 0.50191 -2.53376 2.41292 -0.12 -0.04 0.15 -0.510
C 1.08738 -3.64697 1.53105 -0.09 -0.07 -0.05 -0.067
C 1.65160 -1.53411 2.69054 -0.09 -0.08 0.13 -0.040
C 0.10498 -3.18958 3.74294 -0.07 -0.21 -0.13 -0.042
C -2.04707 -0.26046 3.37405 0.00 0.18 0.04 -0.512
C -3.02782 0.90378 3.14558 -0.06 -0.01 -0.07 -0.047
C -2.75292 -1.27406 4.29963 -0.09 0.02 -0.11 -0.012
C -0.79771 0.31528 4.05389 -0.02 -0.10 0.00 -0.022
H -3.50313 -0.20541 0.92334 0.21 0.18 -0.03 0.129
H -0.54620 -3.09216 -0.18528 0.04 0.09 -0.08 0.113
H -2.43207 -3.94492 -1.53222 -0.05 0.05 -0.01 0.086
H -3.75056 -3.41892 -2.58421 0.01 -0.02 0.03 0.097
H -4.01724 -3.55324 -0.84044 0.03 -0.01 -0.05 0.097
H -1.09192 -2.19080 -2.66404 0.00 0.05 0.01 0.067
H -1.42821 -0.46705 -2.39919 0.02 0.14 -0.02 0.047
H -2.40885 -1.38948 -3.52969 0.02 -0.11 0.04 0.098
H -4.84183 -1.12685 -0.80703 0.02 0.03 -0.06 0.094
H -4.56891 -1.04330 -2.54785 0.00 0.01 0.02 0.095
H -3.82098 0.15942 -1.49021 -0.01 -0.04 -0.02 0.093
H 1.49680 -3.25601 0.59563 0.00 -0.01 0.04 0.069
H 0.34497 -4.41727 1.30440 0.07 0.03 0.00 0.096
H 1.90204 -4.12645 2.07225 0.01 0.01 -0.02 0.094
H 1.69882 -0.73253 1.96453 -0.01 0.15 -0.27 0.044
H 2.60684 -2.06080 2.64974 -0.05 -0.02 0.09 0.091
H 1.57041 -1.07448 3.67264 0.01 -0.01 0.00 0.070
H -0.67815 -3.93939 3.59399 0.04 0.05 0.05 0.101
H -0.23653 -2.47050 4.48009 0.04 0.01 0.01 0.054
H 0.97730 -3.69582 4.16094 -0.03 0.01 -0.01 0.098
H -4.02266 0.55351 2.85797 0.06 0.01 0.02 0.089
H -2.65528 1.59276 2.38842 -0.04 -0.01 0.07 0.067
H -3.13927 1.45480 4.07943 -0.03 -0.03 0.00 0.097
H -3.68995 -1.61914 3.85324 0.04 0.04 0.04 0.097
H -2.98968 -0.77759 5.24293 -0.01 -0.01 -0.04 0.102
H -2.14322 -2.14477 4.51456 -0.01 -0.02 0.02 0.060
H -0.22615 0.92691 3.35635 0.01 0.00 0.03 0.076
H -0.15716 -0.46054 4.46316 -0.01 0.02 -0.02 0.057
H -1.11135 0.94863 4.88544 0.01 -0.04 -0.02 0.097
O 4.26572 3.44565 -2.38265 -0.03 -0.06 0.02 0.118
C 3.44421 2.71175 -1.62506 0.07 0.06 -0.06 -0.290
C 2.91006 3.14547 -0.41363 0.00 0.07 0.07 0.035
C 2.07128 2.30416 0.28250 0.00 -0.07 0.11 -0.097
N 1.73235 1.08943 -0.16859 -0.19 -0.47 0.32 -0.070
C 2.25767 0.70776 -1.32358 0.10 -0.13 0.12 -0.705
Br 1.68352 -1.02101 -1.83216 -0.08 0.04 -0.17 0.892
C 3.11886 1.43948 -2.09417 0.07 0.01 -0.14 -0.007
H 4.44487 4.30524 -1.98340 -0.01 0.02 0.02 0.131
H 3.14285 4.12613 -0.01802 0.01 -0.04 0.01 0.130
H 1.64461 2.59154 1.23428 -0.04 0.02 -0.05 0.127
H 3.52697 1.07386 -3.02572 -0.04 0.00 0.04 0.132
Br -1.72567 6.80177 -2.81456 -0.01 0.02 0.00 0.776
C -1.64944 5.83869 -1.19723 0.01 0.10 -0.05 -0.668
C -1.81328 6.50048 0.01293 0.00 -0.17 0.23 -0.163
N -1.77825 5.86672 1.18499 0.01 -0.01 -0.09 0.088
C -1.55477 4.55448 1.18513 -0.03 0.21 -0.07 -0.071
C -1.35973 3.82459 0.01865 -0.04 -0.05 0.08 -0.121
C -1.42136 4.48051 -1.20204 -0.03 -0.13 -0.16 -0.047
C -1.04680 2.37496 0.07486 -0.04 0.10 -0.01 -0.615
O -1.01768 1.69271 -0.98298 0.57 -0.74 -0.15 -0.054
O -0.76566 1.83590 1.18208 0.43 -0.11 -0.07 -0.104
H -1.97793 7.57135 0.03609 -0.02 -0.02 0.01 0.110
H -1.53568 4.05898 2.14815 0.04 0.01 0.01 0.121
H -1.29648 3.92934 -2.12535 0.03 0.02 0.03 0.120
```
Positions in Å, forces in eV/Å.

Values from the calculation:
- Kohn-Sham gap (alpha / beta) (eV) = 7.0129 / 7.6936
- net charge = +1
- ⟨S²⟩ = 0.828
- LUMO (alpha / beta) (eV) = -4.610 / -3.916
- multiplicity = 2
- energy above the lowest of the compared OMol25 structures with the same formula, charge and spin (kcal per mole) = 47.8
- E_HOMO (alpha / beta) (eV) = -11.623 / -11.609